1.
C28H23Br2N8RuS4Si as an isolated structure. Source: OMol25; level of theory: ωB97M-V with the def2-TZVPD basis set.

As for the molar mass: 888.8 Da. As for the spin multiplicity: 2. As for the LUMO energy (spin up / spin down): -0.0398 / -0.0412 hartree. As for the strongest force on any atom: 0.00757 hartree/bohr. As for the expectation value of S²: 0.77.

Each line ends with the Löwdin spin population.
Cartesian coordinates (Å):
Ru  -0.95413  -0.48195  0.27873  0.5907
Br  0.65731  -0.79467  6.88182  -0.0003
Br  -1.44739  5.71753  3.05969  0.0007
S  3.65872  1.02397  0.79459  -0.0004
S  -2.65129  -1.85818  0.62637  0.1943
S  -1.86284  -0.03570  -1.77768  0.1224
S  -0.59840  4.99340  -1.59794  0.0002
Si  0.09932  -2.35085  -0.83749  0.0150
N  -5.51123  -3.59806  -0.96896  -0.0128
N  2.21346  -1.14505  1.33557  0.0007
N  -0.49226  -0.68218  2.38603  -0.0021
N  -1.56055  1.46136  1.26742  0.0212
N  -2.03001  3.22654  -3.09174  0.0006
N  1.14666  0.69614  0.27852  0.0040
N  -4.45718  -1.07719  -4.13449  0.0094
N  -0.29565  2.44597  -1.72770  0.0017
C  0.04564  -1.93404  4.35128  0.0003
C  0.63329  -3.79758  0.29402  -0.0010
C  -0.99990  3.41644  -2.22303  0.0011
C  -0.09402  0.45045  4.44855  0.0003
C  -2.22291  2.45173  0.67936  0.0068
C  2.80120  2.32073  0.06520  0.0003
C  -3.91398  -1.11935  -3.12133  0.0025
C  0.57615  4.25224  -0.57203  0.0003
C  -4.64295  -2.84500  -0.91712  -0.0027
C  2.90593  -2.42170  -1.55659  -0.0004
C  -0.94517  1.67703  2.43324  0.0032
C  4.02957  -0.81153  -2.94479  -0.0002
C  4.06502  -1.96302  -2.17229  0.0000
C  0.58446  2.91308  -0.78654  0.0000
C  2.82973  -0.12928  -3.10042  0.0002
C  -0.44895  0.45069  3.10694  -0.0010
C  -3.55014  -1.92854  -0.84587  0.0012
C  1.67833  -0.59315  -2.47995  0.0016
C  -3.19442  -1.12312  -1.88342  0.0345
C  -2.26429  3.73187  1.20436  0.0002
C  -1.53908  3.97296  2.35580  0.0021
C  1.68946  -1.74762  -1.68973  -0.0011
C  0.17258  -0.75697  5.06482  -0.0011
C  -0.82749  -3.28988  -2.18335  -0.0003
C  2.19995  0.09802  0.79395  0.0006
C  -0.28398  -1.84113  3.01349  -0.0012
C  -0.87580  2.94178  2.99839  -0.0004
C  1.51172  1.97964  -0.14128  0.0011
H  0.20582  -2.89783  4.81113  0.0000
H  -2.71900  2.20056  -0.25096  0.0030
H  -2.27745  3.96304  -3.72836  0.0000
H  -0.37932  -2.72906  2.40395  0.0002
H  -0.26201  -4.22773  0.75237  0.0011
H  2.79017  0.76934  -3.70455  0.0000
H  1.48228  -1.74226  0.97390  -0.0001
H  -2.81193  4.51681  0.70540  0.0002
H  3.11837  -1.58869  1.34543  0.0000
H  0.75670  -0.03055  -2.59588  0.0022
H  -1.72318  -3.79089  -1.81398  0.0005
H  -0.14565  -4.05876  -2.55855  -0.0001
H  4.99394  -2.50748  -2.05181  0.0000
H  -0.32974  3.13030  3.91032  0.0000
H  2.96020  -3.32500  -0.95776  0.0000
H  1.35454  -3.60138  1.09383  0.0000
H  -1.10500  -2.65487  -3.02385  0.0007
H  -2.13539  2.27901  -3.42510  0.0003
H  1.07230  -4.57829  -0.33341  -0.0005
H  4.92965  -0.45038  -3.42651  0.0000
H  -0.06508  1.36719  5.01703  0.0000
H  3.29033  3.23274  -0.22912  0.0001
H  1.16495  4.82833  0.12205  0.0000


2.
C28H23CoIN5O as an isolated structure. Source: OMol25; level of theory: ωB97M-V with the def2-TZVPD basis set.

As for the molar mass: 631.4 Da. Its total charge is +2. As for the spin multiplicity: 5. As for the LUMO energy (spin up / spin down): -0.2239 / -0.3272 hartree. As for the strongest force on any atom: 0.01038 hartree/bohr. As for the expectation value of S²: 6.04.

Each line ends with the Löwdin spin population.
Cartesian coordinates (Å):
I  0.53089  -1.26451  -2.54014  0.0941
Co  0.26902  -0.82350  0.27660  2.7225
O  -0.02428  -0.27742  2.22501  0.0491
N  1.90795  0.42874  0.13506  0.0393
N  -1.84399  -0.98378  0.03423  0.0346
N  4.00748  1.00933  -0.16887  0.0015
N  -1.77951  1.09451  2.50236  0.0030
N  10.71023  0.50067  -1.19345  0.0000
C  -4.05329  -0.20416  0.46762  0.0013
C  1.76389  -4.93060  -0.56483  0.0024
C  3.28684  2.17395  -0.00280  0.0026
C  1.96262  -5.40265  0.74914  0.2028
C  5.97772  -0.30126  -0.79062  0.0001
C  7.34240  -0.39751  -0.99229  0.0000
C  -0.78362  0.34747  2.98791  0.0061
C  5.42938  0.90439  -0.38148  0.0002
C  1.40651  -4.02919  -3.18184  0.0551
C  7.60008  1.91405  -0.38164  0.0000
C  1.14594  -3.18220  -2.09623  0.1226
C  6.23477  2.01204  -0.17429  0.0002
C  1.01899  -2.73268  0.34357  0.2305
C  1.99888  1.80405  0.18953  0.0059
C  -2.36411  -2.12010  -0.44879  0.0057
C  9.58104  0.60060  -1.01184  0.0000
C  1.71971  -4.57073  1.84678  0.0499
C  1.84089  -5.31934  -2.95616  0.0586
C  1.30370  -3.59115  -0.76062  0.0150
C  -2.68029  -0.04009  0.49639  0.0060
C  -2.05225  1.20616  1.07526  0.0049
C  -3.72250  -2.36171  -0.49884  0.0002
C  -4.58448  -1.38120  -0.03478  0.0021
C  2.02154  -5.77362  -1.64760  0.1328
C  3.13072  -0.00964  -0.09202  0.0076
C  1.26889  -3.28708  1.63666  0.1159
C  -0.60888  0.27100  4.46981  0.0019
C  8.15915  0.70964  -0.79140  0.0001
H  1.08325  -2.65888  2.50107  0.0048
H  -4.09287  -3.29441  -0.89961  0.0001
H  3.40717  -1.04626  -0.17488  0.0019
H  8.23448  2.77424  -0.21916  0.0000
H  -2.36846  1.58922  3.15210  0.0002
H  1.88697  -4.94333  2.84898  -0.0005
H  5.36294  -1.17085  -0.97466  0.0000
H  2.04072  -5.97411  -3.79342  0.0009
H  -1.12031  1.43274  0.55061  0.0028
H  -2.71390  2.05817  0.93682  0.0003
H  -1.00183  -0.68673  4.81503  0.0000
H  5.82580  2.95342  0.16073  0.0000
H  1.26881  -3.67470  -4.19430  0.0012
H  0.45337  0.30367  4.70035  0.0000
H  -1.12523  1.07057  4.99663  0.0004
H  2.31319  -6.41702  0.89743  0.0071
H  2.36122  -6.78560  -1.46544  0.0043
H  -5.65601  -1.52729  -0.06659  0.0001
H  1.14524  2.43555  0.36698  0.0004
H  -1.65284  -2.85457  -0.80614  0.0008
H  7.77863  -1.33309  -1.31377  0.0000
H  3.73286  3.14956  -0.03961  0.0004
H  -4.69820  0.58610  0.82924  0.0003


3.
C28H23CuN4O2S as an isolated structure at a distorted geometry. Source: OMol25; level of theory: ωB97M-V with the def2-TZVPD basis set.

As for the molar mass: 543.1 Da. As for the LUMO energy: -0.0193 hartree. As for the strongest force on any atom: 0.05985 hartree/bohr.

Each line ends with the Mulliken charge.
Cartesian coordinates (Å):
Cu  -0.55503  -0.00101  0.39688  -0.4558
S  0.32464  0.24034  -1.57903  -0.3542
O  -1.49052  3.21233  2.72706  -0.4577
O  -0.61273  -3.80993  2.47522  -0.4219
N  -0.26285  -2.49694  0.67533  -0.4780
N  -0.80868  -0.19725  2.28582  0.0000
N  2.37854  0.62475  0.12509  -0.2235
N  -1.14415  2.03706  0.82187  0.0125
C  -0.40273  -2.56942  1.94476  0.1458
C  -0.65771  -1.38753  2.90711  0.6513
C  2.31938  -5.10152  -2.71661  -0.4272
C  -1.30581  -0.40273  4.95414  -0.3840
C  2.71400  -4.09599  -1.80908  -0.6468
C  4.58163  1.11536  -0.63071  -0.4566
C  -1.36425  2.06348  2.10881  0.3251
C  2.85532  0.80214  -2.21703  -0.8072
C  -0.52391  -3.79675  0.08113  0.0827
C  1.97496  0.58388  -1.16138  0.5707
C  -2.64160  5.64603  -2.33458  -0.5143
C  4.18948  1.09820  -1.93436  -0.2887
C  0.07912  -4.96861  -1.98399  -0.4899
C  1.77894  -3.69352  -0.85189  -0.2279
C  -1.82293  3.88876  -0.87796  0.0573
C  -0.90120  -1.55494  4.23621  -0.5732
C  -3.22567  3.37494  -2.77948  -0.5420
C  -1.90289  5.26653  -1.23731  -0.5856
C  -0.33002  -4.73961  1.34693  -0.5257
C  0.44847  -4.08223  -0.98525  0.5455
C  -1.46654  0.79739  4.31178  -0.6275
C  -1.00785  3.44882  0.34312  0.5607
C  -1.18772  0.87438  2.93314  0.5661
C  3.65758  0.98072  0.35982  -0.5096
C  -3.28618  4.70582  -3.15118  -0.5674
C  -2.56100  2.95976  -1.63411  -0.0979
C  0.99534  -5.49958  -2.84398  -0.5627
C  -1.26321  4.28353  1.61815  -0.5083
H  -1.56028  -3.84732  -0.36246  0.4551
H  0.72664  -5.15128  1.49191  0.3120
H  -3.72486  2.61348  -3.38421  0.3549
H  -2.70720  6.67193  -2.60733  0.3882
H  3.87530  1.03972  1.41384  0.3891
H  -1.03894  -5.56342  1.41146  0.2899
H  -3.88773  5.03635  -3.97805  0.3899
H  -0.36680  4.82037  1.94867  0.2685
H  0.07172  3.64428  -0.03665  0.1911
H  0.64597  -6.12942  -3.66129  0.3690
H  3.73073  -3.71461  -1.72320  0.4177
H  -1.04037  -5.17952  -2.05183  0.2127
H  -1.40430  6.02390  -0.62732  0.3654
H  -2.14932  4.92888  1.73979  0.3682
H  4.82534  1.34309  -2.75747  0.4145
H  -2.72188  1.90773  -1.32782  0.2378
H  -1.51382  -0.51535  5.99909  0.4538
H  5.61816  1.22247  -0.36286  0.3953
H  -0.87199  -2.56158  4.61812  0.5513
H  2.09803  -3.04933  -0.02868  0.2363
H  -1.74575  1.75848  4.87267  0.3693
H  2.47718  0.67912  -3.22037  0.4031
H  3.09195  -5.58466  -3.29042  0.3831


4.
A 2-piece molecular cluster, C28H23FNO overall at a distorted geometry. Source: OMol25; level of theory: ωB97M-V with the def2-TZVPD basis set.

As for the molar mass: 408.5 Da. Its total charge is +1. As for the LUMO energy: -0.2090 hartree. As for the strongest force on any atom: 0.03087 hartree/bohr.

Each line ends with the Mulliken charge.
Cartesian coordinates (Å):
F  -4.52965  -4.37819  -1.43388  -0.2894
O  -1.87917  1.29771  0.88966  -0.6598
N  0.33581  1.38963  1.54225  -0.0808
C  -0.91597  1.61971  -2.74298  -0.3146
C  -0.72317  3.32818  0.49268  0.8421
C  -1.96846  0.94182  -2.12697  -0.9848
C  -0.72629  5.93050  -0.58505  -0.3657
C  -2.67057  -5.62500  -0.63040  -0.5076
C  0.58078  -0.19499  -2.19619  -0.4082
C  -1.05391  -3.30438  -0.95670  1.0211
C  -0.82284  1.91618  1.00432  0.2639
C  -1.29549  -5.66852  -0.34678  -0.4731
C  -1.90983  3.90213  0.00924  -0.3110
C  2.38662  -1.35618  2.80047  -0.4425
C  -0.48274  -0.90545  -1.57172  1.3698
C  4.74618  -0.88194  2.52854  -0.4266
C  3.72185  -1.66594  3.07318  -0.6888
C  0.46610  5.36554  -0.11257  -0.8697
C  0.62990  0.04183  1.68654  1.3675
C  -1.91232  5.18366  -0.54369  -0.7217
C  -1.76020  -0.29619  -1.53336  -0.0793
C  -0.20490  -2.16699  -0.96071  -1.0740
C  2.05551  -0.25068  1.99930  0.5739
C  4.43127  0.23409  1.73990  -0.7382
C  -0.30599  -0.93346  1.55067  -1.9271
C  0.36079  1.04308  -2.77520  -0.9185
C  -2.41293  -3.31002  -1.39361  -0.3822
C  -3.18212  -4.43872  -1.15667  0.0944
C  3.08945  0.55040  1.47714  -0.3903
C  -0.50659  -4.54097  -0.49223  -0.7009
C  0.47440  4.06067  0.40237  -0.1678
H  2.84944  1.39264  0.81672  0.2579
H  -2.84518  5.59635  -0.93184  0.3976
H  1.42145  3.62474  0.73145  0.2079
H  5.79199  -1.13306  2.71954  0.3814
H  1.18653  1.56633  -3.25906  0.4284
H  -0.85276  -6.59827  0.01335  0.3941
H  1.39618  5.94003  -0.14430  0.3965
H  0.83409  -2.35933  -0.66495  0.4015
H  1.56085  -0.67917  -2.23998  0.4151
H  3.95446  -2.52362  3.70287  0.3945
H  -2.96561  1.38516  -2.08687  0.3176
H  0.56345  -4.57490  -0.26652  0.4158
H  5.22484  0.85465  1.31706  0.3952
H  -3.31850  -6.47576  -0.45438  0.4716
H  -0.01823  -1.96305  1.74905  0.2472
H  -1.08713  2.60061  -3.18336  0.4411
H  -0.72727  6.94504  -0.98565  0.4057
H  -2.85346  -2.45559  -1.90293  0.8190
H  -1.34127  -0.65836  1.37362  0.5468
H  -2.57746  -0.79037  -1.00418  0.4450
H  1.04674  2.05841  1.81128  0.3061
H  1.57436  -1.96459  3.19901  0.4449
H  -2.83307  3.32461  0.05252  0.4587